No. 1
Entry from OMol25: the ion C5H14N2O4P with charge +1 in a non-equilibrium geometry (wB97M-V/def2-TZVPD).

Structure (XYZ):
```
26
Properties=species:S:1:pos:R:3:forces:R:3:lowdin_charge:R:1
N 1.243 -1.881 1.265 0.2 0.6 0.2 -0.10
P 1.663 -1.173 -0.022 0.2 -0.8 0.5 0.48
O 3.203 -0.667 -0.011 -0.6 0.4 0.0 -0.13
O 1.499 -1.952 -1.385 -0.1 0.5 -0.2 -0.09
C 0.666 0.336 -0.301 0.1 -0.9 0.4 -0.25
N 1.005 1.262 0.869 -0.3 0.9 -0.3 0.08
C -0.305 1.847 1.377 -0.9 -0.4 -0.3 -0.08
C -1.202 1.667 0.156 1.4 -0.4 -0.2 -0.09
C -0.836 0.201 -0.172 -1.0 0.3 0.2 -0.29
C -1.599 -0.483 -1.295 -0.2 0.3 0.1 -0.16
O -1.729 -1.864 -1.039 0.0 -0.2 -0.5 -0.13
O -2.833 -2.046 -0.157 0.2 0.3 0.4 0.00
H 1.988 -1.991 1.940 -0.2 -0.3 0.2 0.01
H 3.320 0.129 -0.539 0.5 0.0 -0.3 0.08
H 2.312 -2.440 -1.564 0.0 -0.4 -0.3 0.10
H 0.898 0.813 -1.251 0.2 0.3 0.1 0.15
H 1.556 2.039 0.510 0.3 -0.1 0.2 0.18
H 1.505 0.799 1.634 0.1 -0.3 -0.2 0.17
H -0.680 1.177 2.142 0.2 0.2 0.4 0.14
H -0.187 2.862 1.733 0.3 0.1 0.1 0.14
H -2.249 1.881 0.306 -0.1 0.1 0.1 0.14
H -0.730 2.272 -0.621 -0.8 0.4 -0.3 0.13
H -1.091 -0.357 0.731 0.2 -0.4 0.0 0.14
H -1.149 -0.367 -2.281 0.2 -0.2 0.0 0.14
H -2.592 -0.037 -1.349 -0.1 0.0 -0.1 0.13
H -3.579 -2.189 -0.758 0.1 -0.1 -0.2 0.11
```
Forces are in eV/Å.

As for the charge: +1. The total energy is -25862.771 eV. The calculation puts the HOMO energy at -13.229 eV. The calculation puts the max |F| at 1.45 eV Å⁻¹. For the energy above the lowest of the compared OMol25 structures with the same formula, charge and spin, the calculation gives 105.7 kcal/mol.



No. 2
Entry from OMol25: an isolated molecule of C3H8N2O (wB97M-V/def2-TZVPD).

Structure (XYZ):
```
14
Properties=species:S:1:pos:R:3:forces:R:3:lowdin_charge:R:1
C 1.167 1.802 0.606 0.5 0.4 0.4 -0.01
C 0.074 0.989 -0.004 -0.8 0.0 0.6 -0.55
O -0.596 1.384 -0.938 0.3 -0.2 -0.5 0.05
N -0.268 -0.157 0.672 0.1 -0.5 -0.2 0.04
C -1.015 -1.186 -0.039 0.1 0.1 0.1 -0.28
N -0.196 -1.800 -1.075 0.1 0.2 0.5 0.02
H 1.180 2.783 0.150 0.0 0.1 -0.1 0.08
H 0.983 1.927 1.672 -0.1 0.0 0.1 0.08
H 2.167 1.377 0.522 -0.1 -0.3 -0.2 0.08
H 0.374 -0.530 1.354 0.2 0.2 -0.1 0.13
H -1.281 -1.962 0.677 -0.1 0.1 0.0 0.11
H -1.924 -0.718 -0.412 -0.1 0.0 0.0 0.11
H -0.133 -1.186 -1.876 -0.1 -0.3 -0.2 0.06
H -0.533 -2.721 -1.309 0.0 0.1 -0.3 0.06
```
Forces are in eV/Å.

As for the charge: 0. The total energy is -8268.857 eV. The calculation puts the HOMO energy at -9.569 eV. The calculation puts the max |F| at 0.98 eV Å⁻¹. For the energy above the lowest of the compared OMol25 structures with the same formula, charge and spin, the calculation gives 10.8 kcal/mol.



No. 3
Entry from OMol25: an isolated molecule of C4H9NO2 (wB97M-V/def2-TZVPD).

Structure (XYZ):
```
16
Properties=species:S:1:pos:R:3:forces:R:3:lowdin_charge:R:1
C -1.140 1.628 -1.238 0.4 0.1 0.3 -0.05
C -0.857 0.517 -0.240 -0.3 0.3 0.3 -0.42
O -1.775 0.655 0.864 0.2 -0.1 -0.2 -0.04
C 0.565 0.676 0.303 -0.2 -0.6 0.0 -0.15
N 1.043 -0.532 0.961 -0.1 -0.3 -0.1 0.03
C 1.260 -1.664 0.248 0.0 0.1 0.1 -0.37
O 1.249 -1.716 -0.962 -0.1 0.0 -0.1 0.02
H -0.583 1.487 -2.165 0.0 -0.1 0.0 0.09
H -2.196 1.719 -1.464 -0.1 -0.1 0.0 0.08
H -0.792 2.555 -0.769 -0.2 0.1 -0.2 0.09
H -0.981 -0.467 -0.686 0.1 0.0 -0.1 0.13
H -2.176 -0.200 1.023 -0.1 -0.1 0.1 0.08
H 0.529 1.454 1.063 0.2 0.2 -0.2 0.13
H 1.219 0.908 -0.535 0.2 0.2 0.1 0.12
H 1.202 -0.561 1.953 -0.2 0.1 0.0 0.13
H 1.404 -2.559 0.878 0.2 0.1 0.0 0.13
```
Forces are in eV/Å.

As for the charge: 0. The total energy is -9879.142 eV. The calculation puts the HOMO energy at -9.758 eV. The calculation puts the max |F| at 0.60 eV Å⁻¹. For the energy above the lowest of the compared OMol25 structures with the same formula, charge and spin, the calculation gives 21.2 kcal/mol.



No. 4
Entry from OMol25: an isolated molecule of C4H6O (wB97M-V/def2-TZVPD).

Structure (XYZ):
```
11
Properties=species:S:1:pos:R:3:forces:R:3:lowdin_charge:R:1
O 1.932 1.300 0.421 -0.7 -0.6 -0.2 0.09
C 0.954 0.630 0.204 0.4 0.9 0.3 -0.40
C -0.560 0.892 0.356 0.1 0.1 0.2 -0.10
C -0.803 -0.529 -0.202 -0.3 -0.4 -0.2 -0.18
C 0.729 -0.779 -0.318 0.0 -0.6 0.3 -0.10
H -0.868 1.006 1.404 0.1 0.1 -0.2 0.12
H -0.960 1.736 -0.220 0.2 -0.2 0.1 0.11
H -1.334 -1.191 0.500 0.3 0.2 -0.3 0.10
H -1.321 -0.555 -1.169 0.1 0.0 0.3 0.10
H 1.122 -1.567 0.356 -0.1 0.5 -0.4 0.12
H 1.111 -0.943 -1.331 0.0 0.0 0.2 0.12
```
Forces are in eV/Å.

As for the charge: 0. The total energy is -6291.839 eV. The calculation puts the HOMO energy at -9.584 eV. The calculation puts the max |F| at 0.99 eV Å⁻¹. For the energy above the lowest of the compared OMol25 structures with the same formula, charge and spin, the calculation gives 1.8 kcal/mol.